--- w ---
Entry from OMol25: a cluster of 2 separate species, C2H9NS2 in total (wB97M-V/def2-TZVPD).

Computed properties:
**SMILES**: CCN.SS
**Highest occupied orbital energy**: -8.26 eV

```
14
C2H9NS2 | OMol25 | wB97M-V/def2-TZVPD
C 2.5433 0.3962 1.0109
C 1.4043 1.1967 0.3210
N 1.5294 2.6134 0.1124
H 3.2209 0.0769 0.2160
H 2.1463 -0.5388 1.4120
H 3.0008 0.9119 1.8429
H 0.5481 1.0750 1.0057
H 1.2371 0.6937 -0.6274
H 0.8343 3.1258 0.6158
H 2.4400 2.9968 -0.0583
S -1.7483 -2.0063 0.0244
S -1.1874 -0.2090 -0.8354
H -0.9933 -2.7891 -0.7705
H -1.8649 0.3932 0.1671
```


--- x ---
Entry from OMol25: a cluster of 2 separate species, C2H9NS2 in total (wB97M-V/def2-TZVPD).

Computed properties:
**SMILES**: CCN.SS
**Highest occupied orbital energy**: -8.69 eV

```
14
C2H9NS2 | OMol25 | wB97M-V/def2-TZVPD
C -0.6769 0.4454 -1.2757
C -1.4931 0.7834 0.0061
N -1.0476 -0.1527 1.0799
H -1.2466 0.9415 -2.0841
H -0.9220 -0.5988 -1.3880
H 0.3201 0.8672 -1.2716
H -2.4955 0.4635 -0.2169
H -1.4740 1.8413 0.2800
H -0.0660 -0.0238 1.2796
H -1.5958 0.0529 1.9064
S 1.9754 -1.1535 -0.6021
S 3.2261 -0.0608 0.7446
H 2.2942 -2.4049 -0.1537
H 3.2017 -1.0009 1.6956
```


Most stable one: x, least stable one: w.


--- w ---
Entry from OMol25: a cluster of 2 separate species, C4H12NO in total (wB97M-V/def2-TZVPD).

Computed properties:
**Charge**: +2
**Highest occupied orbital energy (spin up / spin down)**: -19.60 / -19.33 eV
**Multiplicity**: 2
**<S²>**: 0.75

```
18
C4H12NO | OMol25 | wB97M-V/def2-TZVPD
C -2.1145 0.2946 1.8312
C -0.6431 -0.0478 1.7319
C -0.2383 -0.3023 0.2896
C 1.9364 -0.3993 -0.8544
N 1.2644 -0.6098 0.1868
H -2.4029 0.6098 2.8256
H -2.7716 -0.6472 1.6122
H -2.4081 1.1633 1.2591
H -0.4453 -0.8937 2.3916
H -0.0216 0.7125 2.2937
H -0.4956 0.5681 -0.4031
H -0.8222 -1.2092 -0.1743
H 1.5666 -0.6173 -1.9244
H 3.1390 -0.4727 -0.7304
H 1.8025 -0.5226 1.0604
H -0.4138 1.3877 -3.2607
H 0.3311 0.1792 -3.3578
O 0.0560 0.8425 -2.6112
```


--- x ---
Entry from OMol25: the ion C4H12NO with charge +2 (wB97M-V/def2-TZVPD).

Computed properties:
**Charge**: +2
**Highest occupied orbital energy (spin up / spin down)**: -20.87 / -20.83 eV
**Multiplicity**: 2
**<S²>**: 0.75

```
18
C4H12NO | OMol25 | wB97M-V/def2-TZVPD
C -0.8174 1.2894 -0.1394
C 0.5724 0.9999 0.5542
C 0.9664 -0.5033 0.7351
C 0.7926 -1.3773 -0.5557
O 1.0013 -0.7253 -1.7606
N -1.8717 0.2901 0.1668
H -0.6270 1.4547 -1.2042
H -1.1514 2.2678 0.2408
H 1.4007 1.5357 0.0761
H 0.4979 1.5190 1.5117
H 0.4909 -0.8142 1.6658
H 2.0338 -0.6287 0.9946
H 1.5493 -2.1711 -0.3974
H -0.1406 -1.9716 -0.7172
H 1.7661 -1.2172 -2.1489
H -1.5604 -0.2058 1.0107
H -2.1300 -0.3836 -0.5561
H -2.7730 0.6416 0.5238
```


Most stable one: x, least stable one: w.


--- w ---
Entry from OMol25: a structure of composition C5H5Cl (wB97M-V/def2-TZVPD).

Computed properties:
**Highest occupied orbital energy**: -9.32 eV

```
11
C5H5Cl | OMol25 | wB97M-V/def2-TZVPD
C 1.8310 0.3982 0.1757
C 0.4350 0.3187 -0.6231
C -0.4704 -0.2006 0.2747
C -1.8187 -0.4249 -0.0773
C -3.0397 -0.7305 -0.2593
H 2.2757 1.4912 0.3155
H 1.7225 -0.2389 1.3488
H -0.0692 1.0798 -1.6159
H -0.1558 -0.3637 1.4206
H -3.9443 -0.6130 -0.6745
Cl 3.2339 -0.7163 -0.2851
```


--- x ---
Entry from OMol25: the molecule C5H5Cl (wB97M-V/def2-TZVPD).

Computed properties:
**SMILES**: C#C[C@H](Cl)C=C
**Highest occupied orbital energy**: -10.12 eV

```
11
C5H5Cl | OMol25 | wB97M-V/def2-TZVPD
C 0.5324 2.3726 -0.1780
C 0.7639 1.2255 0.0953
C 0.8260 -0.1790 0.3923
Cl 2.4490 -0.7774 -0.0625
C -0.1873 -1.0407 -0.3104
C -1.4665 -1.0568 0.0518
H 0.2713 3.2843 -0.6041
H 0.7012 -0.2784 1.5332
H 0.1022 -1.4359 -1.2656
H -2.1374 -1.6330 -0.5758
H -1.8547 -0.4812 0.9237
```


Most stable one: x, least stable one: w.


--- w ---
Entry from OMol25: the molecule H3PS2 (wB97M-V/def2-TZVPD).

Computed properties:
**SMILES**: S=[PH2]S
**Highest occupied orbital energy**: -9.09 eV

```
6
H3PS2 | OMol25 | wB97M-V/def2-TZVPD
S 1.9751 0.4661 -0.0607
P 0.1667 0.2517 0.5493
S -1.1368 0.0354 -1.1025
H -0.1303 -1.0819 0.9722
H -0.4818 1.1423 1.2681
H -0.3929 -0.8136 -1.6265
```


--- x ---
Entry from OMol25: the molecule H3PS2 (wB97M-V/def2-TZVPD).

Computed properties:
**SMILES**: S=[PH2]S
**Highest occupied orbital energy**: -9.05 eV

```
6
H3PS2 | OMol25 | wB97M-V/def2-TZVPD
S 0.3919 -1.6779 -0.9609
P 0.1574 0.1695 -0.3790
S -0.7633 0.4751 1.4723
H 1.4207 0.7817 -0.3319
H -0.5418 1.0152 -1.4751
H -0.6649 -0.7636 1.6745
```


--- y ---
Entry from OMol25: a cluster of 2 separate species, H3PS2 in total (wB97M-V/def2-TZVPD).

Computed properties:
**Highest occupied orbital energy (spin up / spin down)**: -9.80 / -8.42 eV

```
6
H3PS2 | OMol25 | wB97M-V/def2-TZVPD
P 0.0393 0.2380 1.2104
S -2.0232 -1.4100 -1.1409
S 1.6094 1.3310 0.3126
H -0.8179 1.3682 1.0940
H -0.7736 -1.6178 -1.2742
H 1.9659 0.0905 -0.2020
```


Most stable one: x, least stable one: y.


--- w ---
Entry from OMol25: a structure of composition C3H3O4 (wB97M-V/def2-TZVPD).

Computed properties:
**Charge**: -1
**Highest occupied orbital energy**: -2.17 eV

```
10
C3H3O4 | OMol25 | wB97M-V/def2-TZVPD
C 1.6590 0.6646 -0.2755
C -0.0381 -0.1879 0.2215
C -0.1108 -1.4953 0.6036
O 0.8888 -2.2120 0.7047
O -1.4555 -2.0166 0.7861
O 1.6115 1.7420 -0.8321
O -1.0664 0.5906 -0.1916
H 2.4555 0.0244 -0.2872
H -0.9359 1.0151 -1.0182
H -1.8688 -1.1513 0.9651
```


--- x ---
Entry from OMol25: the ion C3H3O4 with charge -1 (wB97M-V/def2-TZVPD).

Computed properties:
**Charge**: -1
**Highest occupied orbital energy**: -4.49 eV

```
10
C3H3O4 | OMol25 | wB97M-V/def2-TZVPD
C -1.6679 0.8839 1.8568
C -0.4082 0.0149 1.4960
C 0.0074 -0.0449 0.0523
O -1.3686 2.0001 1.4043
O -2.6392 0.4374 2.4295
O 0.5843 -0.3047 2.2815
O 0.7185 -0.4121 3.6636
H -0.8367 0.2103 -0.5810
H 0.3630 -1.0509 -0.1834
H 0.8177 0.6604 -0.1374
```


Most stable one: w, least stable one: x.


--- w ---
Entry from OMol25: the ion C4H10ClN2 with charge +1 (wB97M-V/def2-TZVPD).

Computed properties:
**Charge**: +1
**SMILES**: C/[NH+]=C(\Cl)[C@H](C)N
**Highest occupied orbital energy**: -14.77 eV

```
17
C4H10ClN2 | OMol25 | wB97M-V/def2-TZVPD
C 1.9004 1.4941 -1.4030
N 1.0526 0.7518 -0.5167
C 0.5350 -0.4077 -0.6812
Cl 0.6858 -1.3476 -2.0433
C -0.2729 -0.9526 0.6849
C -1.5867 -1.5854 0.2594
N -0.3483 0.1934 1.5418
H 1.7191 1.2120 -2.4387
H 2.9470 1.2891 -1.1611
H 1.7247 2.5612 -1.2721
H 0.7986 1.1198 0.4320
H 0.4036 -1.7097 1.0910
H -2.2193 -0.8715 -0.2598
H -2.1188 -1.9416 1.1390
H -1.4078 -2.4382 -0.3862
H -1.2684 0.6199 1.5237
H -0.1006 -0.0120 2.5006
```


--- x ---
Entry from OMol25: a cluster of 2 separate species, C4H10ClN2 in total (wB97M-V/def2-TZVPD).

Computed properties:
**Charge**: +1
**Highest occupied orbital energy (spin up / spin down)**: -13.34 / -13.33 eV

```
17
C4H10ClN2 | OMol25 | wB97M-V/def2-TZVPD
C -0.6370 0.2157 -0.1907
C 2.1942 0.2836 0.7826
C 1.8546 -1.5710 -0.5518
C -3.0115 0.9829 -0.1218
N 2.1630 -0.2933 -0.4636
N -1.5812 1.0730 0.0956
Cl -1.1933 -1.2026 -0.9190
H 1.7442 -0.3533 1.5916
H 3.2225 0.4764 1.1565
H 1.6198 1.1902 0.6356
H 2.5038 -1.8647 -1.3670
H 1.7651 -2.1324 0.4595
H 0.9043 -1.5817 -1.1018
H -3.4648 1.8565 -0.5270
H -3.5326 0.6597 0.8069
H -3.2644 0.2949 -0.8737
H -1.2866 1.9660 0.5882
```


--- y ---
Entry from OMol25: the ion C4H10ClN2 with charge +1 (wB97M-V/def2-TZVPD).

Computed properties:
**Charge**: +1
**SMILES**: C/[NH+]=C(\Cl)[C@H](C)N
**Highest occupied orbital energy**: -13.75 eV

```
17
C4H10ClN2 | OMol25 | wB97M-V/def2-TZVPD
C -0.6760 2.5041 -0.4247
N -0.0530 1.1750 -0.2976
C -0.4131 0.3583 0.6369
Cl -1.7773 0.6087 1.6572
C 0.2167 -1.1922 0.6389
C 1.5337 -1.3023 -0.0216
N -0.7993 -1.8805 -0.0598
H -1.1166 2.6475 -1.4086
H -0.0131 3.3642 -0.4447
H -1.3888 2.4924 0.2848
H 0.8281 1.0512 -0.8796
H 0.3103 -1.4462 1.7261
H 1.6936 -2.3840 -0.1412
H 2.3443 -0.6882 0.3719
H 1.5013 -0.9593 -1.0230
H -0.7159 -1.9532 -1.0402
H -1.4750 -2.3955 0.4253
```


Most stable one: w, least stable one: x.